{"formula": "C18H20BiN2O5S", "method": "wB97M-V/def2-TZVPD", "homo_energy_ev": -4.7, "charge": -1, "fmax_ev_per_a": 0.55, "total_energy_ha": -1796.4978, "multiplicity": 1, "gap_ev": 7.667, "elements": ["Bi", "O", "C", "C", "C", "C", "C", "C", "C", "N", "C", "C", "N", "C", "C", "C", "C", "C", "C", "C", "O", "H", "H", "H", "H", "H", "H", "H", "H", "H", "H", "H", "H", "H", "H", "C", "S", "O", "O", "O", "H", "H", "H", "C", "H", "H", "H"], "coordinates": [[0.48, -0.49, -0.27], [1.79, -0.14, -2.10], [2.79, 0.68, -2.29], [3.92, 0.19, -2.98], [5.03, 0.97, -3.22], [5.09, 2.29, -2.78], [4.00, 2.80, -2.11], [2.84, 2.04, -1.87], [1.75, 2.74, -1.18], [0.56, 2.31, -1.07], [-0.41, 3.11, -0.33], [-0.20, 3.12, 1.18], [-0.27, 1.77, 1.73], [0.44, 1.55, 2.76], [0.55, 0.30, 3.53], [1.02, 0.44, 4.84], [1.20, -0.62, 5.70], [0.92, -1.91, 5.21], [0.48, -2.08, 3.92], [0.26, -1.00, 3.03], [-0.14, -1.27, 1.82], [3.89, -0.85, -3.30], [5.89, 0.54, -3.74], [5.97, 2.90, -2.94], [4.02, 3.82, -1.74], [2.03, 3.72, -0.78], [-1.39, 2.67, -0.51], [-0.43, 4.14, -0.69], [-1.01, 3.72, 1.61], [0.75, 3.60, 1.43], [1.04, 2.37, 3.18], [1.26, 1.45, 5.19], [1.56, -0.47, 6.71], [1.07, -2.77, 5.85], [0.28, -3.07, 3.52], [3.84, -0.21, 2.87], [3.41, 0.69, 1.40], [2.79, 1.94, 1.79], [4.60, 0.79, 0.61], [2.40, -0.24, 0.75], [4.48, 0.44, 3.48], [4.39, -1.09, 2.53], [2.94, -0.49, 3.40], [1.06, -2.65, -0.60], [1.92, -2.83, 0.05], [1.34, -2.78, -1.65], [0.24, -3.32, -0.32]], "lowdin_charge": [1.7973, -0.3111, -0.3725, -0.0275, -0.1049, -0.1195, -0.0709, -0.1565, -0.1428, -0.0377, -0.2481, -0.2399, 0.0153, -0.1757, -0.1595, -0.0837, -0.1296, -0.1142, -0.0304, -0.3899, -0.3033, 0.1070, 0.0923, 0.0854, 0.1042, 0.1243, 0.0961, 0.1056, 0.1099, 0.1009, 0.1082, 0.1082, 0.0848, 0.0912, 0.1062, -0.1218, 0.4449, -0.3299, -0.3037, -0.5223, 0.0708, 0.0693, 0.0345, -0.3132, -0.0096, -0.0192, -0.0193]}

{"formula": "C18H20BrNO3S", "method": "wB97M-V/def2-TZVPD", "homo_energy_ev": -9.2, "charge": 0, "fmax_ev_per_a": 0.80, "total_energy_ha": -3950.5346, "multiplicity": 1, "gap_ev": 9.772, "smiles": "C=CC[C@@H](COCc1ccccc1)NS(=O)(=O)c1ccccc1Br", "elements": ["C", "C", "C", "C", "C", "O", "C", "C", "C", "C", "C", "C", "C", "N", "S", "O", "O", "C", "C", "C", "C", "C", "C", "Br", "H", "H", "H", "H", "H", "H", "H", "H", "H", "H", "H", "H", "H", "H", "H", "H", "H", "H", "H", "H"], "coordinates": [[-0.14, 3.42, 1.86], [-0.95, 2.87, 0.98], [-0.55, 2.54, -0.43], [-0.12, 1.07, -0.53], [0.04, 0.63, -2.00], [-1.19, 0.57, -2.68], [-1.95, -0.61, -2.44], [-1.27, -1.85, -2.96], [-0.62, -2.72, -2.10], [0.04, -3.83, -2.60], [0.05, -4.08, -3.96], [-0.60, -3.22, -4.82], [-1.25, -2.10, -4.33], [1.09, 0.85, 0.22], [1.30, -0.52, 1.13], [2.67, -0.91, 1.00], [0.28, -1.47, 0.85], [1.10, 0.16, 2.78], [2.25, 0.59, 3.41], [2.18, 1.17, 4.67], [0.95, 1.32, 5.29], [-0.20, 0.89, 4.66], [-0.13, 0.31, 3.40], [-1.73, -0.24, 2.59], [-0.45, 3.62, 2.88], [0.87, 3.72, 1.61], [-1.95, 2.58, 1.26], [-1.39, 2.69, -1.11], [0.28, 3.17, -0.74], [-0.88, 0.44, -0.06], [0.64, 1.37, -2.54], [0.55, -0.34, -2.02], [-2.89, -0.43, -2.96], [-2.16, -0.72, -1.36], [-0.61, -2.53, -1.03], [0.55, -4.50, -1.92], [0.56, -4.95, -4.35], [-0.59, -3.41, -5.89], [-1.75, -1.42, -5.00], [1.94, 1.14, -0.24], [3.19, 0.44, 2.90], [3.09, 1.50, 5.16], [0.89, 1.77, 6.27], [-1.16, 1.00, 5.14]], "lowdin_charge": [0.0039, -0.2009, -0.1474, -0.3556, -0.1675, -0.1191, -0.1496, -0.2118, -0.0408, -0.0731, -0.0912, -0.0848, -0.0352, -0.0724, 0.6284, -0.2816, -0.3452, -0.3005, -0.0576, -0.0619, -0.0688, -0.1236, -0.6383, 0.8763, 0.0545, 0.0631, 0.0864, 0.1216, 0.1211, 0.0886, 0.1374, 0.1255, 0.1315, 0.1219, 0.0909, 0.1048, 0.1000, 0.1006, 0.1158, 0.1251, 0.1118, 0.1076, 0.1085, 0.1019]}